(1)
DFT (ωB97M-V/def2-TZVPD) results for a structure of composition C31H44BrN3OOsP2.

Each line ends with the Mulliken spin population.
Atoms and positions in Å:
Os -0.04 -0.32 1.18  1.44
Br -2.36 -1.03 2.29  0.36
P -2.54 -3.46 -1.62  0.64
P 2.07 -1.16 1.00  0.08
O 0.78 4.04 6.71  0.00
N 1.95 2.33 7.65  0.00
N 0.19 0.59 3.17  -0.01
N -1.33 7.11 -6.16  0.80
C 0.73 1.94 5.58  0.01
C 1.77 -1.38 -0.81  0.05
C 2.15 -2.79 1.88  0.02
C -2.23 1.88 -1.21  -0.02
C -1.43 5.84 -6.56  0.00
C -3.05 -3.45 0.13  0.09
C -0.64 3.99 -3.42  0.03
C -3.07 -1.77 -3.76  0.02
C -1.14 4.77 -5.70  0.10
C 1.37 0.74 5.27  -0.01
C -0.28 2.37 4.71  0.00
C -2.52 1.25 0.01  0.01
C 0.21 1.87 -0.77  -0.04
C -0.72 -3.69 -1.53  0.07
C 1.12 2.87 6.69  0.00
C -0.34 -5.12 -1.93  0.02
C 2.68 -0.59 -1.74  0.01
C -0.03 1.49 0.60  0.04
C -0.65 6.41 -3.98  0.09
C -4.52 -3.86 0.31  0.02
C -0.53 1.68 3.53  -0.01
C -0.63 3.10 -2.58  -0.02
C -1.41 0.89 0.73  -0.02
C -0.96 7.41 -4.91  0.00
C -0.89 2.20 -1.53  0.02
C -0.79 5.06 -4.37  -0.04
C 2.84 -3.95 1.16  0.03
C 4.95 -1.12 1.31  0.00
C 3.65 -0.29 1.34  0.01
C -2.74 -1.74 -2.26  0.07
C 1.04 0.07 4.09  0.04
H -3.52 0.98 0.34  0.00
H 2.86 -4.80 1.87  0.00
H 3.88 -3.73 0.88  0.00
H -0.56 -5.83 -1.13  0.00
H 3.52 0.15 2.34  0.00
H 2.14 0.31 5.89  0.00
H 0.70 -1.02 -0.92  -0.02
H -4.70 -4.87 -0.08  0.00
H 1.77 -2.46 -1.01  -0.01
H 2.14 2.92 8.45  0.00
H -1.82 -1.17 -2.06  0.03
H -1.22 3.75 -6.06  0.01
H 3.70 0.54 0.63  0.00
H -0.86 3.28 4.90  0.00
H -3.01 2.18 -1.91  0.00
H 2.42 -0.85 -2.77  0.00
H -5.17 -3.16 -0.21  0.00
H -2.38 -4.09 0.71  -0.01
H 1.20 2.22 -1.07  0.00
H -2.89 -2.42 0.51  0.04
H -2.19 -2.06 -4.35  0.00
H -1.29 2.06 2.84  0.00
H -0.34 6.68 -2.97  0.01
H 5.79 -0.42 1.45  0.00
H -3.54 -1.25 -1.69  -0.01
H 1.10 -3.03 2.12  0.01
H 2.66 -2.58 2.84  0.01
H 0.73 -5.18 -2.16  0.00
H -3.88 -2.47 -3.98  0.00
H 3.74 -0.84 -1.58  0.00
H 5.10 -1.64 0.35  0.00
H 1.98 1.34 7.81  0.00
H 4.99 -1.85 2.13  0.00
H 2.54 0.49 -1.61  0.00
H -1.75 5.65 -7.59  0.03
H -0.39 -3.46 -0.50  0.03
H -3.39 -0.77 -4.10  0.00
H 0.33 2.19 1.35  0.01
H -0.26 -2.96 -2.20  -0.01
H -4.78 -3.86 1.38  0.00
H 1.50 -0.90 3.86  -0.02
H -0.91 8.46 -4.64  0.02
H 2.28 -4.28 0.27  0.00
H -0.89 -5.43 -2.83  0.00

## Properties
frontier orbital gap (spin up / spin down)	0.198 / 0.170	Ha
E	-4792.76935	Eh
total charge	+4
ΔE to the lowest compared entry with this formula, charge and spin	66.7	kcal/mol
spin multiplicity	5

***

(2)
DFT (ωB97M-V/def2-TZVPD) results for a structure of composition C31H44Cl4CrN3OPSSi.

Each line ends with the Mulliken spin population.
Atoms and positions in Å:
Cr -0.11 -0.01 0.11  3.06
Cl 0.03 -6.31 -2.58  0.00
Cl 3.23 -3.60 0.79  0.00
Cl -3.73 1.60 -2.48  0.00
Cl -1.77 1.69 -0.30  0.00
S 1.57 1.59 1.17  -0.03
P -1.07 -0.04 2.48  0.02
Si 1.79 2.94 -3.17  0.01
O 1.15 -1.42 0.42  -0.09
N -1.02 -1.54 -0.92  -0.16
N 3.49 -0.21 1.15  0.00
N 3.77 1.47 2.67  0.00
C -3.47 -1.08 1.48  0.05
C 3.44 4.93 5.01  0.00
C 1.65 3.00 -5.05  0.00
C 3.61 2.65 3.43  0.00
C 3.58 2.97 -2.53  0.00
C 4.10 3.81 5.48  0.00
C -1.76 -3.77 -2.46  0.02
C -0.23 -2.64 -0.98  0.05
C 1.80 -3.65 -0.18  0.03
C -0.45 -2.75 2.76  0.01
C -1.52 1.54 4.87  0.00
C 0.05 -1.40 4.83  0.00
C 1.03 1.43 -2.41  0.13
C -2.54 -2.64 -2.40  -0.01
C 1.50 -4.80 -0.92  -0.01
C 2.88 4.92 3.74  0.00
C -3.32 -1.11 3.98  0.00
C 3.03 0.91 1.70  0.01
C -0.55 -3.80 -1.73  -0.01
C 2.97 3.79 2.95  0.00
C -2.90 -0.36 2.71  -0.03
C -2.16 2.23 -1.95  0.01
C -2.14 -1.55 -1.63  0.05
C -0.79 1.49 3.53  -0.01
C 0.76 4.34 -2.39  0.01
C 4.18 2.68 4.69  0.00
C 0.36 -4.88 -1.68  0.02
C -1.21 2.75 2.75  0.01
C 0.61 0.61 -1.61  -0.16
C -0.05 -1.38 3.31  0.03
C 0.96 -2.54 -0.21  -0.02
H 4.33 -0.66 1.48  0.00
H 1.25 5.31 -2.50  0.00
H -0.90 -1.61 5.31  0.00
H 4.57 0.92 2.97  0.00
H -0.70 -2.70 1.70  0.01
H 2.18 -5.64 -0.89  0.00
H -2.59 1.64 4.73  0.00
H -4.41 -1.11 4.03  0.00
H -1.31 -3.16 3.29  0.00
H -1.36 1.86 -2.60  0.00
H -4.54 -1.22 1.61  0.00
H -3.47 -2.58 -2.95  0.00
H -3.33 0.64 2.74  0.00
H -1.17 2.42 5.42  0.00
H 0.29 1.52 3.70  0.00
H -3.33 -0.49 0.58  -0.01
H -2.04 -4.62 -3.06  0.00
H 0.46 -0.48 5.23  0.00
H -2.76 -0.66 -1.60  0.00
H -1.32 0.67 5.49  0.00
H 0.73 -2.21 5.11  0.00
H -0.61 2.89 1.85  0.00
H 3.59 2.87 -1.45  0.00
H -1.08 3.62 3.38  0.00
H -2.26 2.69 2.46  0.00
H 2.56 3.80 1.95  0.00
H 3.38 5.82 5.62  0.00
H 0.37 -3.45 2.88  0.00
H 2.13 3.90 -5.43  0.00
H -2.99 -2.14 3.96  0.00
H 4.56 3.82 6.46  0.00
H 0.61 4.17 -1.32  0.00
H 2.39 5.80 3.36  0.00
H 4.16 2.15 -2.95  0.00
H 0.62 3.02 -5.37  0.00
H 0.95 -1.15 2.92  0.00
H -3.02 -2.06 1.34  0.00
H 2.84 -0.78 0.61  0.00
H -2.21 3.32 -1.94  0.00
H -0.22 4.42 -2.86  0.00
H -2.95 -0.63 4.88  0.00
H 2.13 2.14 -5.52  0.00
H 4.70 1.80 5.07  0.00
H 4.10 3.90 -2.78  0.00

## Properties
frontier orbital gap (spin up / spin down)	0.273 / 0.267	Ha
E	-5361.33204	Eh
total charge	+1
ΔE to the lowest compared entry with this formula, charge and spin	10.7	kcal/mol
spin multiplicity	4